DFT (ωB97M-V/def2-TZVPD) results for a cluster of 2 separate species, C2H12N4 in total.

Last column: natural (NBO) charge in e.
CARTESIAN COORDINATES (ANGSTROEM)
1 C 1.8669 -0.0018 0.8439  -0.046
2 N 0.9478 1.2234 0.9661  -0.841
3 N 2.1714 0.1708 -0.5432  -1.069
4 H 1.4917 1.4641 -0.0448  0.456
5 H -0.0330 0.9686 0.7535  0.437
6 H 1.0362 1.8080 1.7936  0.394
7 H 3.1507 -0.0064 -0.7437  0.342
8 H 2.6805 0.1203 1.5746  0.157
9 H 1.2775 -0.8869 1.1357  0.146
10 C -0.8652 -1.1528 -0.8677  -0.460
11 N -1.3678 0.1696 -0.4746  -0.493
12 N -2.7725 0.2352 -0.2082  -0.660
13 H -1.1842 0.8305 -1.2216  0.357
14 H -2.9248 -0.0963 0.7374  0.342
15 H -3.2872 -0.3852 -0.8344  0.326
16 H -0.9682 -1.8385 -0.0237  0.183
17 H 0.1957 -1.0487 -1.1208  0.264
18 H -1.4156 -1.5738 -1.7222  0.165

Forces on the atoms, in the same order (eV/Å):
-0.2 0.2 0.0
0.1 -0.1 -0.1
0.1 0.0 0.1
-0.1 -0.1 0.1
0.2 0.0 0.0
0.0 -0.1 -0.1
-0.1 0.0 0.0
-0.1 0.0 -0.1
0.0 0.0 -0.1
-0.1 0.1 0.0
-0.1 -0.1 0.0
0.2 -0.1 -0.1
0.0 -0.1 0.0
0.0 0.0 -0.1
0.1 0.0 0.1
0.0 0.0 0.0
-0.1 0.0 0.0
0.0 0.0 0.1

Output
LUMO: 0.99 eV
HOMO level: -7.22 eV